Record 1
Formula: C19H32AlF3NO13S4
Source: the OMol25 dataset
Level of theory: ωB97M-V with the def2-TZVPD basis set

XYZ file:
```
73
C19H32AlF3NO13S4 (ωB97M-V with the def2-TZVPD basis set)
F 0.2368 -3.7970 2.8165
C 2.1978 3.5336 1.2582
H -1.9110 1.6099 2.2873
C -2.7701 2.1691 -4.6120
O 4.2475 -3.3111 5.1380
H 1.2292 3.3097 1.6860
Al -0.3888 0.5224 0.1107
H 1.3174 0.8540 -1.7879
S -5.0793 2.9926 -4.1897
H -2.6699 0.1745 -0.9839
C 2.4284 -2.5707 6.3745
C -0.2094 -5.1313 -2.1275
H -1.0182 -6.4072 -3.6919
H -2.9699 2.4383 0.3439
C 4.6658 4.1028 0.0754
H 3.8166 3.2445 -1.7095
S 4.7553 -3.4119 6.6397
H 0.7759 -5.5681 -2.2601
H 1.5764 -1.4898 1.4253
O -2.3710 -5.0179 -2.9695
H 2.2457 0.7937 -0.3122
O -1.8432 -3.2445 -4.6177
C -0.1567 -1.4919 0.0929
O 5.1313 -4.7458 6.9516
H -2.3572 2.1040 -3.6042
C -1.9841 1.0297 -1.0076
H -1.1725 5.2470 -0.3890
C 4.4497 4.4206 1.4160
O -0.2605 -3.9185 -2.8881
O -3.6137 3.3334 -4.7092
H 0.3105 -1.7257 -0.8702
C 1.3207 1.1956 -0.7434
O -5.1914 3.3557 -2.8261
C 3.6590 3.4960 -0.6674
H -1.6979 -6.7331 -2.0711
H -1.6040 1.0817 -2.0388
N -1.4680 4.3218 -0.1133
C -2.7792 2.3103 -0.7273
C 3.2148 4.1319 1.9959
H -1.1435 -1.9560 0.0964
C -2.1029 3.5973 -1.2167
H 2.5676 -1.4914 6.3100
F -1.3128 -2.3052 2.4627
C 2.8053 -3.2712 5.0865
H 1.1484 -3.0834 0.8433
H 5.6176 4.3252 -0.3895
H -1.3107 3.3399 -1.9257
H -2.8399 4.2123 -1.7489
O -6.0171 3.4342 -5.1613
C -1.3200 -5.9656 -2.7406
C 2.4202 3.2112 -0.0820
H 3.0353 4.3773 3.0361
H 2.4236 -4.2916 5.0451
O 3.3534 -3.1213 7.3351
H -3.9232 0.9400 -5.9874
C 0.7266 -2.1283 1.1712
S -0.6283 1.2474 2.2870
H -0.3882 -4.9079 -1.0742
H 5.2328 4.8894 1.9983
H 2.4977 -2.7189 4.2071
O 1.4367 2.6548 -0.8226
C -3.7215 1.0276 -4.9181
H -1.9764 2.2691 -5.3463
S -1.7728 -3.5543 -3.2337
O -2.3115 -2.6838 -2.2585
C 0.0302 -2.4644 2.4735
O -4.9274 1.4059 -4.2360
O 5.6619 -2.3463 6.8812
H -3.7557 2.2326 -1.1966
H -2.1036 4.4036 0.6671
F 0.5071 -1.7616 3.5491
H 1.4208 -2.8004 6.7053
H -3.3923 0.0757 -4.5114
```

Properties
Orbital gap: 6.871 eV
Charge: -1
LUMO energy: 1.8758 eV

Want to see where the charge sits? The Löwdin charges in e are: 0.0531, -0.0079, -0.2679, -0.1395, -0.1873, 0.0645, 0.0933, 0.0573, 0.5848, 0.0503, -0.1444, -0.1562, 0.1310, 0.0780, -0.1097, 0.1102, 0.5799, 0.1347, 0.1140, -0.1911, 0.0619, -0.2275, -0.2355, -0.2317, 0.0957, -0.2337, 0.0584, -0.1216, -0.1918, -0.1919, 0.0517, -0.1979, -0.2212, -0.0197, 0.1330, 0.0319, 0.0060, -0.2776, -0.0918, 0.0444, -0.2938, 0.1387, 0.1132, -0.1478, 0.1045, 0.0892, 0.0974, 0.0894, -0.2292, -0.1595, -0.3290, 0.0953, 0.1363, -0.1952, 0.1304, -0.1680, 0.4120, 0.1342, 0.0861, 0.1143, -0.1596, -0.1423, 0.1366, 0.5868, -0.2064, -0.5705, -0.1875, -0.2255, 0.0701, 0.0570, 0.0631, 0.1368, 0.1349

---

Record 2
Formula: C19H32BF4N3O13PS
Source: the OMol25 dataset
Level of theory: ωB97M-V with the def2-TZVPD basis set

XYZ file:
```
74
C19H32BF4N3O13PS (ωB97M-V with the def2-TZVPD basis set)
H -1.4848 2.7519 3.1893
H 2.5769 1.3669 3.5341
O -3.6849 6.0850 -5.4099
H 2.6174 3.1624 3.6717
O -0.2749 -1.4830 -4.2947
C -1.3309 1.4998 -0.3588
H -1.3575 1.2342 -1.4071
N -0.8003 2.3196 2.5851
H 3.4722 -3.6286 -0.0605
H 4.5174 1.5409 1.8685
O 4.6380 3.5116 2.2880
H 0.3860 1.1433 3.8856
O 0.5385 4.4948 0.0823
O -2.6875 6.1394 -3.3904
O 0.7353 -6.0691 -1.0146
F -2.7210 -4.3992 -2.0114
H -3.4619 5.4668 -1.5944
N 1.3517 1.1386 1.2621
H -0.5754 -2.1226 -0.5608
O -1.8190 -2.9566 -5.0099
C -0.2421 -3.3152 2.0399
H 3.5215 -4.3096 -3.0563
O 1.6896 -4.0231 -1.0010
H -0.3546 -0.7226 -1.5544
H -1.1065 -3.2964 1.3863
F 3.1005 -2.3438 -1.5481
C 3.0428 -3.6144 -1.0642
P -1.1148 -0.0394 0.6329
O 2.8391 -5.7796 -1.7646
C -0.1985 -1.1161 -0.5584
H -0.3366 -4.2006 2.6529
H -1.7007 5.2870 -1.7698
C -2.6825 -3.4181 -2.9422
H 0.7170 -1.7782 4.7621
H -2.2148 2.0400 -0.0662
C 1.6604 -5.3736 -1.2415
C 0.3585 3.1927 2.4110
C -2.8857 3.9026 -2.9743
S -0.0872 4.6053 1.3488
C 2.6969 2.3101 3.0123
H 0.8791 -1.0902 -0.4105
H 0.6333 -3.4305 1.4061
C -2.6545 5.2305 -2.2897
O 2.1245 -1.3993 2.3985
O -1.4524 -2.7143 -2.8224
N -0.2273 -2.0817 2.8537
C 0.2539 0.2941 1.8904
C -0.3440 1.0318 3.0765
H 2.4705 -1.4286 3.2951
H -1.9761 3.4150 -3.3318
H -2.0759 -4.9162 -4.3812
H -1.0204 -1.9653 4.8053
F -3.5728 3.0293 -2.1845
H 4.6914 -4.8282 -1.8236
H -3.5732 -4.0696 -4.8261
C 3.6428 -4.6212 -2.0182
H -3.5109 -2.7292 -2.7683
C -3.3879 5.5582 -4.4003
H -1.1471 0.4374 3.4841
O 0.0337 5.7783 2.1232
H -0.0333 -3.3638 4.5490
C -2.6029 -3.9622 -4.3500
C 4.0630 2.4312 2.3444
B 0.7589 -1.1271 2.3928
F -1.5909 4.3468 1.1396
H 2.0714 3.0984 1.1553
H 1.1581 1.3041 0.2740
C -0.1191 -2.3136 4.3096
H 2.2318 0.6156 1.2807
H 0.6068 3.6391 3.3677
C 1.6215 2.4694 1.9159
H -0.5040 2.2045 -0.2621
O -3.6873 4.2594 -4.0761
C -1.0982 -2.3055 -4.0770
```

Properties
Orbital gap: 8.636 eV
Charge: +1
LUMO energy: -3.0556 eV

Want to see where the charge sits? The Löwdin charges in e are: 0.1423, 0.1171, 0.2071, 0.1337, 0.1777, -0.2678, 0.0415, -0.0145, 0.1716, 0.1345, 0.0898, 0.1308, -0.2410, 0.0783, 0.1973, 0.0824, 0.1476, 0.1433, 0.0224, 0.0873, -0.0401, 0.1494, 0.0964, 0.0317, 0.0823, 0.0634, -0.3145, 1.0379, 0.0849, -0.2455, 0.0922, 0.1249, -0.3053, 0.0813, 0.0289, -0.5457, -0.2810, -0.3196, 0.6429, -0.0680, 0.0412, 0.0731, -0.0580, 0.1528, 0.0890, -0.1042, -0.3997, -0.1823, 0.1164, 0.1716, 0.1489, 0.0873, 0.0567, 0.1435, 0.1441, -0.0410, 0.1754, -0.5372, 0.1348, -0.2061, 0.0886, -0.0352, -0.2130, -0.6328, -0.1171, 0.1422, 0.1564, -0.0439, 0.1574, 0.1364, -0.2120, 0.0099, 0.1341, -0.5554

---

Record 3
Formula: C19H32BrClGaNO11P
Source: the OMol25 dataset
Level of theory: ωB97M-V with the def2-TZVPD basis set

XYZ file:
```
67
C19H32BrClGaNO11P (ωB97M-V with the def2-TZVPD basis set)
H -1.8264 -6.1970 -6.8428
C 0.5607 -4.7060 -2.2737
C 0.2837 0.2178 1.8834
C -0.4826 5.2453 2.0684
Cl 1.6267 5.4598 -0.8384
H 2.2554 2.7808 1.1231
H -1.1875 4.6548 -1.6790
O 1.9409 -3.1871 4.2064
C -2.7928 2.7812 0.4198
C -0.0743 -4.9036 -6.5329
C 0.8475 4.3148 -2.0056
H -1.2131 -3.4496 -2.6143
P 0.2039 0.7888 0.1138
H 0.9256 0.8800 2.4670
C 0.8698 -3.6344 5.0335
H 0.4044 -4.5055 4.5799
H -1.5087 5.2103 2.4663
H 1.3502 5.4642 3.1781
H 0.9448 -5.1783 -3.1759
Br -4.3243 4.0795 2.5549
H 2.4527 0.0989 -0.3453
H -0.5352 5.8277 1.1430
C 0.3970 5.9906 3.0865
C -1.1088 0.1718 2.5116
C -0.4726 3.8324 -1.5713
H -0.0641 6.0243 4.0767
O -1.8139 -2.3404 -5.1188
O 1.4491 4.0699 -2.9981
O 2.8448 -1.1629 3.7757
H 0.2294 -5.5611 -5.7159
C 2.0026 1.0913 -0.2301
H 0.0880 3.3575 2.5674
C -3.4216 4.0618 0.7093
O -2.2534 -4.3117 -6.1256
O 1.6471 -4.3340 -1.4316
H 0.6166 7.0142 2.7749
H 0.6618 -4.9473 -7.3303
H -0.5426 -2.2802 6.0390
Ga -0.7258 2.9587 0.2689
C 1.3185 -3.1636 -0.8000
N 0.0373 3.9277 1.7276
H 0.7530 -0.7715 1.8795
O 0.1988 -2.6475 -1.3386
H -1.8362 -0.2832 1.8320
H -0.7510 -2.3849 4.2721
H 3.0459 1.2891 1.6694
O -0.1602 -3.5658 -6.0407
H 2.0636 1.5709 -1.2124
H 1.2678 -3.8982 6.0160
C -1.5011 -5.1702 -6.9842
H 0.2693 -2.8480 -3.3845
H 3.7560 2.2340 0.3641
H -1.4631 1.1782 2.7463
O 1.9446 -2.7014 0.0938
H -3.0328 2.0386 1.1725
O 0.9056 -1.3483 4.9091
H -1.1160 -0.4011 3.4428
C -0.1332 -3.3773 -2.5205
H -0.0767 -5.4124 -1.7356
C -1.4487 -3.3026 -5.7031
H -1.6708 -4.8676 -8.0188
H -3.1811 2.4452 -0.5462
H -0.7336 3.0514 -2.2932
C -0.0286 -2.4093 5.0902
C 2.8080 1.8970 0.7942
O -3.4806 5.0721 0.1013
C 1.9899 -1.8285 4.2489
```

Properties
Orbital gap: 5.552 eV
Charge: -1
LUMO energy: 1.5751 eV

Want to see where the charge sits? The Löwdin charges in e are: 0.1300, -0.1291, -0.5038, -0.4003, 0.5968, 0.0335, 0.0680, 0.0553, -0.2429, -0.1160, -0.8742, 0.1319, 0.8345, 0.0602, -0.1241, 0.1281, 0.0589, 0.0610, 0.1169, 0.4802, 0.0455, 0.0730, -0.1086, -0.1827, -0.2310, 0.0546, 0.1806, 0.0065, 0.1755, 0.1221, -0.4917, 0.0347, -0.8382, 0.0566, 0.0465, 0.0551, 0.1316, 0.1303, 0.2682, -0.5622, -0.1379, 0.0495, 0.0515, 0.0618, 0.1203, 0.0551, 0.0499, 0.0499, 0.1270, -0.1171, 0.1269, 0.0615, 0.0524, 0.1671, 0.0151, 0.0461, 0.0354, -0.1163, 0.1287, -0.5751, 0.1317, 0.0777, 0.0636, -0.1278, -0.1705, 0.0132, -0.5712

---

Record 4
Formula: C19H32Cl2CoN3O5
Source: the OMol25 dataset
Level of theory: ωB97M-V with the def2-TZVPD basis set

XYZ file:
```
62
C19H32Cl2CoN3O5 (ωB97M-V with the def2-TZVPD basis set)
H 1.3935 -4.6978 -1.4043
Cl -0.8733 1.0726 1.1543
C -4.6990 -1.4880 2.5956
C 1.6346 3.9968 -3.0171
H 1.4060 1.2243 4.0467
H 2.1990 -0.9112 4.4645
O 2.1425 1.4594 -0.7896
C 2.2235 -1.4985 2.3918
H 0.4122 3.3083 0.0696
H -0.1593 0.5265 -4.3849
H -2.7124 0.4600 -3.4842
H 3.7477 -4.0110 0.3693
C -2.2674 -1.3962 2.8308
C 1.1021 6.0583 -1.8254
H -3.5337 1.6044 -2.4351
C -1.3756 1.6175 -2.1634
H -2.4059 -3.8839 3.3341
C 1.1963 3.2571 -1.9199
H -4.1053 -4.0760 2.7805
H -4.5299 -0.5793 2.0119
H 0.2095 -3.7699 -0.4261
H 0.3317 5.7870 0.1834
C 1.2456 -4.1135 -0.4853
C -0.1700 0.8620 -2.3548
H 0.5780 -1.1851 3.8008
N -3.4121 -2.1160 2.8188
H -5.1935 -1.2402 3.5464
H 0.9532 -0.5626 -3.5051
Co -0.9897 0.1313 -0.8380
C -3.4168 -3.4610 3.3742
H 1.9045 1.4161 -2.8226
O 0.4327 -1.4800 -0.6675
C -0.0205 -0.0791 -3.4982
H 1.9144 5.9789 -3.8456
N 1.4613 0.6371 3.2184
H -2.6667 2.1992 -3.8447
H 2.2894 0.8335 2.6231
H -1.3204 2.6150 -1.7038
H -0.7556 -0.8905 -3.5311
H 2.4068 -0.9258 -0.6040
C -2.6218 1.4575 -3.0290
H -3.7843 -3.4679 4.4154
C 1.5798 5.4046 -2.9715
H 1.1042 7.1494 -1.7872
O -1.2169 -1.7871 3.3389
H 1.4787 -4.7728 0.3574
C 0.7360 3.9090 -0.7812
H 0.6196 0.7717 2.6079
O 2.6080 -0.7124 1.4843
C 1.4449 1.7112 -1.8393
N 2.1413 -2.9757 -0.4631
H 3.9197 -3.6217 -1.3712
H 2.0121 3.4667 -3.8997
H 4.0712 -2.3138 -0.1455
O 2.2537 -2.7472 2.4448
H -2.3579 -0.4247 2.3091
C 1.6618 -1.7286 -0.5811
H -5.3442 -2.1753 2.0404
Cl -2.6997 -1.0879 -0.6591
C 1.5684 -0.7900 3.5883
C 3.5659 -3.2490 -0.3978
C 0.6821 5.3042 -0.7243
```

Properties
Orbital gap (alpha / beta): 7.041 / 7.011 eV
2S+1: 4
Charge: -1
⟨S²⟩: 3.7707
LUMO energy (alpha / beta): 2.7703 / 2.7481 eV

Want to see where the charge sits? The Löwdin charges in e are: 0.0834, 0.2090, -0.0738, -0.0498, 0.1487, 0.1185, -0.1534, -0.6557, 0.0707, 0.0839, 0.0581, 0.0860, -0.3572, -0.1271, 0.0622, -0.2741, 0.0894, -0.1880, 0.0820, 0.0777, 0.0888, 0.0901, -0.0419, -0.3512, 0.0798, -0.2019, 0.0839, 0.0732, 0.0831, -0.0551, 0.1062, -0.1024, -0.0985, 0.0885, 0.1294, 0.0743, 0.1493, 0.0982, 0.0785, 0.1193, -0.1260, 0.0874, -0.1098, 0.0849, -0.0171, 0.0862, -0.0628, -0.0031, -0.0590, -0.4109, -0.1792, 0.0816, 0.1040, 0.0906, -0.0200, 0.0309, -0.2710, 0.0833, 0.0713, -0.0962, -0.0526, -0.0947

---

no.,E (eV)
1,-106420.815
2,-82973.687
3,-188467.349
4,-97603.583